{
  "formula": "C28H19ClN6O4PtS6",
  "method": "the ωB97M-V functional and the def2-TZVPD basis",
  "elements": ["Pt", "Cl", "S", "S", "S", "S", "S", "S", "O", "O", "O", "O", "N", "N", "N", "N", "N", "N", "C", "C", "C", "C", "C", "C", "C", "C", "C", "C", "C", "C", "C", "C", "C", "C", "C", "C", "C", "C", "C", "C", "C", "C", "C", "C", "C", "C", "H", "H", "H", "H", "H", "H", "H", "H", "H", "H", "H", "H", "H", "H", "H", "H", "H", "H", "H"],
  "positions_angstrom": [[-0.0386, -0.3203, -0.0210], [-7.8416, 3.9587, -2.7322], [-0.6361, -1.0359, -2.3699], [-2.8520, -2.9514, -2.7907], [3.0342, -1.5544, 0.9571], [0.1653, -2.9010, 0.2680], [-4.4559, -5.3724, -2.1892], [-2.1477, -4.5974, -0.4953], [-3.7732, 3.3887, 1.4403], [-1.8725, 1.6988, 2.6599], [-0.9225, 1.7973, 0.5944], [0.3953, -0.2822, 2.3368], [4.1099, 1.1603, 0.3039], [0.8737, 1.5258, -1.1864], [2.2453, -0.2547, 0.2340], [-3.2362, -2.4098, 4.5049], [-0.0892, -0.8226, 4.4685], [-2.2287, -0.6401, 0.3798], [-6.6193, 3.8087, -1.5095], [0.3186, 3.7719, -1.7294], [5.0906, 0.1431, 0.3170], [-2.3993, 3.5346, 1.2034], [4.7269, -1.1734, 0.5709], [-1.4874, -2.4126, -1.8620], [2.2600, 3.3012, -0.4181], [-4.6635, 3.5481, 0.4298], [1.9574, 1.9543, -0.5367], [-2.1216, -0.9225, 1.5125], [-1.7542, -1.1979, 2.8070], [-4.4822, 4.4213, -0.6352], [-1.1499, -3.1985, -0.7585], [7.0065, -1.8680, 0.2820], [-6.8148, 2.9473, -0.4393], [-1.6628, 2.1762, 1.5610], [-5.8459, 2.8037, 0.5399], [-0.4363, -0.7204, 3.1672], [0.0716, 2.4093, -1.7660], [-2.5912, -1.8532, 3.7251], [1.4184, 4.2238, -1.0232], [5.6755, -2.1789, 0.5322], [2.7956, 0.8835, 0.0438], [7.3731, -0.5563, 0.0396], [-3.2147, -4.3755, -1.8559], [-6.0263, 1.8727, 1.7026], [-5.4599, 4.5535, -1.6103], [6.4134, 0.4476, 0.0417], [8.4064, -0.3062, -0.1586], [5.3656, -3.2002, 0.7154], [-7.7313, 2.3751, -0.3751], [1.6244, 5.2826, -0.9419], [4.4482, 2.0595, 0.0079], [7.7479, -2.6552, 0.2761], [-0.3518, 4.4598, -2.2243], [-0.7913, -1.0215, 5.1609], [-5.3286, 5.2427, -2.4330], [0.7622, -0.3764, 4.7585], [-6.9755, 1.3443, 1.6331], [-2.1673, 3.7762, 0.1675], [-5.2135, 1.1454, 1.7384], [-0.7882, 2.0020, -2.2836], [-3.5866, 5.0250, -0.7016], [3.1073, 3.6375, 0.1635], [-5.9922, 2.4237, 2.6435], [-1.9883, 4.2875, 1.8807], [6.6925, 1.4757, -0.1607]],
  "forces_ev_per_angstrom": [[0.8829, 0.6085, 0.3429], [-0.1287, 0.0022, -0.0905], [-0.0978, -0.0491, 0.4399], [0.1740, -0.0641, 0.2212], [0.4729, -0.1677, 0.3445], [-0.3409, 0.3198, -0.1884], [0.1363, 0.0728, 0.0082], [0.0576, 0.2556, -0.1493], [-0.2181, -0.0394, 0.2425], [0.2440, -0.1697, -0.2383], [0.6826, -0.6568, -0.5895], [-0.0604, -0.0878, -0.4344], [-0.0803, 0.0311, 0.1642], [-0.0547, -0.0668, 0.1930], [-0.4629, 0.3160, -0.3375], [0.0467, 0.0976, 0.0117], [0.1099, 0.0725, -0.0943], [-0.5396, -0.1321, 0.3155], [0.1951, 0.0504, 0.1097], [0.1272, 0.0437, -0.0160], [0.2085, -0.1923, -0.0291], [0.9284, -0.7081, 0.1114], [-0.3753, 0.0737, -0.0638], [-0.1142, 0.2392, -0.6137], [-0.0042, -0.0926, -0.0404], [-0.1690, 0.0249, -0.2537], [0.0009, 0.3149, -0.1056], [-0.2033, -0.0437, -0.3637], [0.5195, -0.0050, 0.1663], [0.1222, 0.0342, 0.0935], [0.1867, -0.3663, 0.3747], [-0.0164, -0.0923, 0.0491], [0.0002, 0.0235, -0.0538], [-1.0296, 1.0939, 0.4640], [0.0466, -0.0181, 0.0418], [-0.5904, -0.2454, 0.2187], [-0.0681, -0.1090, -0.1915], [-0.1632, -0.2220, 0.0757], [-0.0601, -0.0343, -0.0486], [-0.0052, 0.0210, 0.0058], [0.1961, -0.2796, 0.0269], [0.0110, 0.0414, 0.0011], [-0.1388, -0.1061, -0.0150], [0.0496, 0.0159, -0.0118], [-0.1335, -0.0480, -0.0423], [-0.0573, 0.0539, 0.0138], [-0.0060, 0.0026, -0.0056], [0.0520, -0.0146, -0.0336], [0.0015, -0.0054, 0.0010], [-0.0096, -0.0004, 0.0191], [-0.0511, 0.0499, -0.0694], [0.0051, 0.0158, -0.0057], [-0.0161, -0.0319, -0.0170], [-0.0132, 0.0291, -0.0155], [0.0133, -0.0167, -0.0114], [0.0337, -0.0170, -0.0103], [-0.0045, 0.0008, 0.0043], [-0.1230, 0.1080, 0.0169], [-0.0091, 0.0002, 0.0244], [-0.0598, 0.0158, 0.1131], [-0.0238, -0.0018, 0.0132], [0.0094, -0.0142, -0.0028], [-0.0117, -0.0370, 0.0134], [-0.0965, 0.1220, -0.0870], [0.0223, -0.0158, -0.0118]],
  "homo_energy_ev": [-7.7, -7.8],
  "spin_multiplicity": 5,
  "lumo_energy_ev": [-1.1, -2.9],
  "orbital_gap_ev": [6.6, 5.0],
  "de_lowest_kcal_mol": 36.78
}

{
  "formula": "C4H12",
  "method": "the ωB97M-V functional and the def2-TZVPD basis",
  "elements": ["C", "C", "C", "C", "H", "H", "H", "H", "H", "H", "H", "H", "H", "H", "H", "H"],
  "positions_angstrom": [[0.8042, 1.9515, 1.7778], [-1.7497, -1.6500, -1.5061], [1.3363, 0.9627, 0.6762], [-0.3758, -1.4022, -0.8847], [-2.5649, -1.0723, -1.0121], [1.0302, 3.0483, 1.6023], [-1.8906, -1.1902, -2.4879], [1.3336, 1.6582, 2.6304], [-0.2790, -1.6448, 0.1153], [0.2772, -2.0802, -1.4849], [2.3702, 1.5016, 0.2682], [-1.9636, -2.7058, -1.7764], [0.5825, 1.0380, -0.1765], [1.6406, -0.0267, 1.1322], [-0.2151, 1.9314, 2.0292], [-0.3361, -0.3194, -0.9029]],
  "forces_ev_per_angstrom": [[1.6836, 0.8488, -1.3524], [-1.3928, 0.0812, -0.4954], [1.3610, 2.9319, -0.9276], [-1.3277, -0.3165, -2.7970], [0.2757, -1.1611, 0.4073], [-0.0381, -1.3268, -0.1511], [0.9391, 0.2058, -0.2767], [0.7425, 0.0030, 1.7302], [-0.1378, -0.8971, 2.0832], [0.4171, 1.4217, 0.4723], [-2.5651, -1.6591, 0.8887], [-0.2585, 0.4650, 0.9867], [1.4968, -0.8738, 1.0973], [-0.8680, 0.9766, -1.0210], [-1.5455, -0.5290, -0.0384], [1.2177, -0.1707, -0.6061]],
  "homo_energy_ev": -10.9,
  "lumo_energy_ev": 1.1,
  "orbital_gap_ev": 12.0,
  "de_lowest_kcal_mol": 34.43
}